Formula: Cl4H2Si2
Source: OMol25
Level of theory: ωB97M-V/def2-TZVPD

```
8
Properties=species:S:1:pos:R:3:forces:R:3
Si 0.8975 0.5445 -0.4166 1.07 -2.78 1.70
Si -1.1939 -0.2313 0.0751 0.73 -0.56 -2.38
Cl 2.4446 -1.2984 1.2480 -1.51 1.50 -1.16
Cl 1.1751 2.2747 0.4420 0.48 1.37 0.26
Cl -2.6405 0.9526 -0.6090 -0.83 0.69 -0.62
Cl -1.2039 -2.0265 -0.8598 -0.19 -0.26 0.20
H 1.8022 -0.1324 -1.2944 0.46 0.36 -0.97
H -1.2812 -0.0833 1.4147 -0.21 -0.33 2.96
```
Positions in Å, forces in eV/Å.

=====

Formula: C36H35ClMnN2O5P2
Source: OMol25
Level of theory: ωB97M-V/def2-TZVPD

Results
- 2S+1 = 6
- expectation value of S² = 8.9989

```
82
Properties=species:S:1:pos:R:3:forces:R:3
Mn 0.2519 -0.2089 1.0188 -0.25 -1.52 -0.27
O -0.0888 0.5455 2.7600 0.84 -0.78 1.96
C -0.7592 1.2558 1.9844 -0.96 1.28 -1.61
C -0.3747 2.6287 1.5165 -0.16 0.09 -0.28
C -0.1911 3.6948 2.3784 0.14 -0.03 -0.08
C 0.0390 4.9552 1.8491 0.07 -0.01 0.00
C 0.0765 5.1510 0.4764 -0.03 0.12 0.07
C -0.1212 4.0891 -0.3896 -0.02 -0.26 -0.04
C -0.3493 2.8177 0.1256 0.04 0.00 0.39
P -0.5017 1.2542 -0.8119 -0.79 0.66 -0.54
C -2.2710 0.8741 -1.0477 0.22 -0.27 0.14
C -3.3140 1.7815 -0.9170 0.15 -0.07 -0.04
C -4.6156 1.3460 -1.0991 -0.02 0.13 0.00
C -4.8793 0.0204 -1.4090 0.04 -0.07 -0.04
C -3.8412 -0.8896 -1.5315 -0.05 -0.01 -0.12
C -2.5403 -0.4598 -1.3500 0.30 0.20 -0.17
C -0.0819 1.8491 -2.4897 0.34 -0.26 -0.04
C 1.2015 2.3558 -2.6862 -0.11 -0.11 0.02
C 1.5726 2.8984 -3.8999 0.15 0.05 -0.03
C 0.6674 2.9285 -4.9495 -0.05 0.02 0.02
C -0.5999 2.3969 -4.7731 0.07 0.07 -0.19
C -0.9754 1.8528 -3.5561 0.00 -0.01 0.18
H -0.2177 3.5400 3.4472 -0.05 -0.03 0.08
H 0.1913 5.7881 2.5150 0.03 0.17 0.09
H 0.2604 6.1382 0.0771 0.00 0.06 -0.01
H -0.0731 4.2375 -1.4589 -0.05 0.08 -0.03
H -3.1047 2.8102 -0.6570 -0.03 0.07 0.05
H -5.4311 2.0438 -0.9836 -0.08 0.05 0.01
H -5.8950 -0.3106 -1.5536 -0.16 -0.04 0.07
H -4.0463 -1.9309 -1.7361 -0.04 -0.05 -0.07
H -1.7028 -1.1483 -1.4414 -0.18 -0.09 0.04
H 1.8983 2.3455 -1.8592 0.11 0.08 -0.02
H 2.5645 3.3083 -4.0186 0.10 0.04 -0.06
H 0.9479 3.3754 -5.8924 0.00 -0.02 -0.07
H -1.3087 2.4183 -5.5879 -0.06 -0.02 -0.06
H -1.9705 1.4505 -3.4360 -0.05 -0.01 0.03
O -5.8461 -1.2545 1.9265 -0.13 0.30 0.12
C -5.1887 -2.2596 1.3980 -0.04 -0.09 -0.04
O -5.7667 -3.2301 0.9621 -0.16 0.08 0.00
C -3.6979 -2.2058 1.3532 0.26 -0.66 -0.02
C -2.9608 -3.2800 0.9090 -0.58 0.65 0.22
Cl -3.5244 -4.7148 0.2002 0.05 -0.16 -0.12
N -1.6358 -2.9670 0.9372 -0.47 -0.20 -0.34
N -1.4691 -1.6568 1.3081 0.67 0.92 0.19
C -2.7191 -1.1803 1.6091 0.08 0.17 0.11
C -3.0155 0.1477 1.9989 0.01 -0.21 0.05
O -4.1285 0.5460 2.3883 -0.12 -0.02 0.02
O -2.1110 1.1842 1.8142 -0.54 0.20 0.55
C -0.5653 -3.8462 0.8261 0.59 -0.20 -0.02
C -0.6883 -5.1890 1.1968 -0.02 0.24 0.07
C 0.3927 -6.0376 1.0795 0.16 0.04 -0.07
C 1.6173 -5.5651 0.6263 0.02 -0.03 -0.02
C 1.7485 -4.2267 0.2873 0.11 -0.13 0.00
C 0.6670 -3.3733 0.3767 -0.29 0.56 -0.08
H -5.2392 -0.4912 2.1964 0.16 -0.17 -0.10
H -1.6214 -5.5572 1.5881 0.03 -0.03 0.06
H 0.2790 -7.0755 1.3583 0.02 -0.04 0.03
H 2.4582 -6.2375 0.5408 0.07 -0.01 0.00
H 2.6999 -3.8498 -0.0591 0.08 0.00 -0.07
H 0.7502 -2.3141 0.0819 0.04 -0.69 0.01
C 4.5525 -0.6411 -1.6751 -0.17 0.02 0.09
C 3.0712 -0.6366 -1.3144 -0.39 0.00 0.19
P 2.6135 -0.2283 0.4391 1.82 0.18 -0.61
C 3.8244 -1.2735 1.3717 -0.42 0.06 0.02
C 3.3138 -1.5853 2.7730 -0.07 -0.05 -0.05
C 3.3510 1.4639 0.6112 -0.37 -0.15 0.03
C 3.2857 1.9562 2.0519 -0.14 -0.02 -0.01
H 4.6604 -0.8663 -2.7346 0.07 -0.02 -0.04
H 5.0978 -1.3947 -1.1130 0.09 -0.05 0.03
H 5.0136 0.3253 -1.4917 0.09 0.08 -0.01
H 2.6431 -1.6233 -1.5141 -0.08 0.02 -0.06
H 2.5336 0.0745 -1.9476 -0.07 -0.09 -0.01
H 4.7973 -0.7760 1.3973 -0.03 -0.06 -0.09
H 3.9269 -2.2018 0.8050 0.07 0.05 -0.01
H 3.4085 -0.7232 3.4268 -0.07 0.08 0.11
H 3.8703 -2.4099 3.2110 0.01 -0.07 0.10
H 2.2556 -1.8598 2.7280 0.09 -0.09 0.16
H 2.7523 2.1282 -0.0200 0.11 -0.02 0.00
H 4.3814 1.4630 0.2449 -0.14 -0.02 -0.05
H 2.2897 1.7740 2.4647 0.09 0.09 0.12
H 3.4872 3.0260 2.0998 0.02 0.00 0.06
H 4.0172 1.4402 2.6708 0.02 -0.01 0.10
```
Positions in Å, forces in eV/Å.

=====

Formula: C16H36LiN3Si3
Source: OMol25
Level of theory: ωB97M-V/def2-TZVPD

```
59
Properties=species:S:1:pos:R:3:forces:R:3
Li -0.0828 0.1633 0.1203 -0.31 0.24 -0.11
C 2.5217 2.6139 -1.7292 -0.01 0.03 -0.01
Si 2.9282 0.7651 -1.5670 -0.11 0.11 -0.07
C 4.7957 0.7095 -1.2890 0.05 -0.02 0.06
C 2.6510 0.1159 -3.3171 0.00 -0.07 -0.04
C 1.9602 -0.1167 -0.2940 0.34 -0.38 0.10
Si 1.8337 -1.9233 -0.6077 -0.17 -0.05 0.06
C 3.4454 -2.8121 -1.0219 0.09 0.07 -0.05
C 0.6187 -2.3269 -2.0049 0.03 -0.03 -0.04
C 1.1020 -2.8668 0.8655 0.04 0.01 0.05
Si 2.4734 0.2704 1.4001 -0.14 0.04 -0.02
C 3.8694 -0.7361 2.1713 0.04 -0.10 -0.04
C 2.9577 2.0708 1.7270 -0.01 0.04 -0.07
C 0.9833 0.0384 2.6141 -0.01 0.00 0.15
C 1.1663 0.1331 3.9986 -0.04 -0.04 -0.06
C 0.0937 -0.0094 4.8601 -0.01 0.00 -0.02
C -1.1644 -0.2515 4.3256 0.04 -0.01 0.07
C -1.2808 -0.3285 2.9511 0.04 -0.02 -0.06
N -0.2525 -0.1823 2.1142 0.19 0.05 0.12
H 3.2644 3.0918 -2.3757 -0.03 0.00 0.02
H 2.5392 3.1426 -0.7730 0.01 0.01 -0.04
H 1.5457 2.7731 -2.2030 0.02 -0.03 0.02
H 5.3394 1.2202 -2.0890 -0.01 -0.01 0.01
H 5.1490 -0.3249 -1.2436 -0.01 0.04 -0.01
H 5.0669 1.1890 -0.3430 0.04 -0.03 -0.06
H 3.1962 0.7348 -4.0363 -0.01 0.00 0.04
H 1.5910 0.1443 -3.5855 0.05 0.01 -0.01
H 2.9995 -0.9135 -3.4375 -0.03 0.06 -0.03
H 3.8814 -2.4280 -1.9491 0.02 -0.05 0.05
H 3.2927 -3.8881 -1.1434 -0.02 0.02 0.00
H 4.1811 -2.6606 -0.2259 -0.02 -0.02 -0.04
H 0.9575 -1.9521 -2.9715 -0.04 -0.02 0.02
H -0.3634 -1.8851 -1.8015 0.02 -0.02 0.00
H 0.4818 -3.4095 -2.0943 0.00 0.04 0.02
H 1.6475 -2.6940 1.7977 -0.07 -0.04 -0.03
H 1.1248 -3.9423 0.6637 0.01 0.04 -0.02
H 0.0611 -2.5818 1.0405 0.03 -0.03 0.01
H 4.7828 -0.5898 1.5860 -0.03 0.01 0.03
H 3.6450 -1.8056 2.1623 0.05 0.04 0.02
H 4.0854 -0.4434 3.2022 -0.01 0.01 -0.01
H 3.8408 2.3557 1.1482 -0.05 0.01 0.05
H 3.1950 2.2165 2.7849 -0.01 -0.02 -0.02
H 2.1543 2.7662 1.4678 0.04 -0.01 0.03
H 2.1597 0.3132 4.3916 -0.02 0.00 -0.01
H 0.2323 0.0620 5.9319 -0.01 0.00 0.00
H -2.0314 -0.3817 4.9589 0.00 0.00 -0.02
H -2.2473 -0.5259 2.4960 0.01 0.02 -0.01
N -2.1757 0.1600 -0.5570 0.04 0.07 -0.04
C -2.6525 1.4851 -0.1238 0.14 -0.04 -0.02
C -1.6367 2.5461 -0.5277 0.06 -0.18 0.04
N -0.3485 2.2382 0.1011 -0.16 0.21 0.00
H -2.2317 0.0871 -1.5680 0.01 -0.01 0.00
H -2.7663 -0.5756 -0.1874 0.02 0.00 0.02
H -2.7260 1.4738 0.9665 -0.04 -0.02 0.00
H -3.6388 1.7391 -0.5217 -0.04 0.01 -0.02
H -2.0244 3.5371 -0.2776 0.00 0.04 0.00
H -1.5023 2.5158 -1.6125 0.01 0.02 0.01
H -0.3069 2.6005 1.0471 -0.02 -0.02 0.00
H 0.4341 2.6303 -0.4069 -0.01 0.02 -0.02
```
Positions in Å, forces in eV/Å.

=====

Formula: C7H10
Source: OMol25
Level of theory: ωB97M-V/def2-TZVPD

```
17
Properties=species:S:1:pos:R:3:forces:R:3
C -0.9478 0.9964 -0.9223 0.01 -0.01 -0.36
C -1.2104 -0.1249 0.0652 -0.10 -0.09 -0.14
C -0.3606 -1.2842 -0.4043 0.03 -0.13 -0.25
C 0.9924 -0.5869 -0.3089 0.16 -0.12 -0.24
C 1.1644 -0.3164 1.2040 -0.13 -0.18 0.06
C -0.0395 0.6179 1.0031 -0.20 -0.01 0.11
C 0.4912 0.9122 -0.4343 0.13 0.23 -0.16
H -1.2794 0.8274 -1.9493 0.32 0.03 -0.16
H -1.3753 1.9372 -0.5430 0.03 -0.22 -0.22
H -2.2380 -0.5280 -0.0120 -0.05 0.82 1.82
H -0.7198 -1.5518 -1.4027 0.48 -0.13 -0.13
H -0.4783 -2.1623 0.2454 0.22 0.17 -0.10
H 1.8073 -1.0014 -0.9024 0.00 0.20 0.03
H 1.1415 -1.1307 1.9376 -0.14 -0.03 -0.25
H 2.0801 0.2743 1.3702 -0.39 -0.05 0.02
H -0.2645 1.4385 1.6944 -0.29 -0.36 -0.21
H 1.2370 1.6827 -0.6406 -0.08 -0.11 0.17
```
Positions in Å, forces in eV/Å.

=====

Per-record DFT total energy, Ha: -2421.04548, -4172.43798, -1671.69582, -272.62599
Per-record maximum force, eV/Å: 3.43, 2.28, 0.52, 2.00